Entry 1:
{"formula": "C9H21N3O3", "method": "ωB97M-V/def2-TZVPD", "elements": ["C", "O", "N", "C", "C", "H", "H", "H", "H", "H", "H", "H", "C", "O", "N", "C", "C", "H", "H", "H", "H", "H", "H", "H", "C", "O", "N", "C", "C", "H", "H", "H", "H", "H", "H", "H"], "coordinates": [[25.589, 16.996, -23.116], [25.038, 17.886, -23.800], [25.080, 15.749, -22.939], [25.937, 14.709, -22.317], [23.890, 15.273, -23.560], [26.617, 17.196, -22.776], [25.306, 14.077, -21.691], [26.793, 15.013, -21.715], [26.263, 14.174, -23.209], [23.434, 15.927, -24.304], [23.947, 14.356, -24.147], [23.256, 15.069, -22.698], [23.064, 21.787, -22.454], [22.462, 22.473, -23.088], [24.337, 21.468, -22.612], [24.929, 20.444, -21.674], [25.174, 21.598, -23.793], [22.692, 21.346, -21.516], [25.003, 20.796, -20.645], [25.933, 20.094, -21.913], [24.323, 19.538, -21.660], [24.662, 22.080, -24.626], [26.202, 21.837, -23.520], [25.285, 20.593, -24.199], [23.454, 10.321, -21.392], [22.790, 9.963, -22.320], [23.122, 11.151, -20.329], [24.126, 11.702, -19.490], [21.722, 11.693, -20.112], [24.538, 10.134, -21.433], [23.758, 11.916, -18.486], [24.447, 12.605, -20.009], [24.882, 10.926, -19.375], [20.970, 11.048, -20.564], [21.667, 11.625, -19.025], [21.554, 12.716, -20.448]], "mulliken_spin": [0.00, 0.01, 0.00, 0.00, 0.00, 0.00, 0.00, 0.00, 0.00, 0.00, 0.00, 0.00, -0.07, 0.24, 0.65, -0.01, 0.02, 0.00, 0.03, 0.00, 0.03, 0.01, 0.03, 0.06, 0.00, 0.00, 0.00, 0.00, 0.00, 0.00, 0.00, 0.00, 0.00, 0.00, 0.00, 0.00], "spin_multiplicity": 2, "homo_lumo_gap_ev": [8.25, 2.56], "total_charge": 1, "e_lumo_ev": [-2.81, -8.50], "mol_weight_da": 219.29, "e_above_lowest_ev": 0.2281, "e_homo_ev": [-11.1, -11.1]}

=====

Entry 2:
{"formula": "C5H10O2", "method": "ωB97M-V/def2-TZVPD", "elements": ["C", "C", "C", "O", "H", "H", "H", "H", "H", "H", "C", "C", "O", "H", "H", "H", "H"], "coordinates": [[2.198, -0.054, -0.381], [1.353, -0.661, 0.702], [0.271, -1.419, 0.530], [-0.340, -1.736, -0.648], [2.138, 1.039, -0.380], [1.898, -0.383, -1.382], [3.246, -0.341, -0.246], [1.648, -0.467, 1.730], [-0.263, -1.862, 1.367], [0.016, -1.159, -1.338], [-1.904, 0.885, 0.627], [-1.497, 1.183, -0.786], [-0.361, 1.201, -1.202], [-2.627, 1.633, 0.969], [-1.036, 0.845, 1.286], [-2.406, -0.092, 0.636], [-2.334, 1.388, -1.483]], "mulliken_charge": [-1.11, 0.16, -0.51, -0.53, 0.23, 0.30, 0.35, 0.34, 0.45, 0.28, -0.96, 0.19, -0.46, 0.37, 0.26, 0.26, 0.36], "homo_lumo_gap_ev": 9.50, "e_lumo_ev": 0.95, "mol_weight_da": 102.13, "e_above_lowest_ev": 2.0652, "smiles": "C/C=C\\O.CC=O", "e_homo_ev": -8.5}

=====

Entry 3:
{"formula": "C6H14N2", "method": "ωB97M-V/def2-TZVPD", "elements": ["H", "N", "C", "N", "C", "C", "H", "H", "H", "H", "H", "H", "H", "C", "C", "C", "H", "H", "H", "H", "H", "H"], "coordinates": [[0.479, 2.096, 1.800], [1.162, 1.482, 1.365], [0.694, 0.350, 0.932], [0.396, -0.801, 1.682], [1.823, -0.181, -0.167], [1.533, -1.250, -1.208], [0.367, -0.578, 2.675], [-0.293, -1.539, 1.684], [2.566, -0.577, 0.531], [2.391, 0.644, -0.594], [0.905, -2.047, -0.812], [2.470, -1.730, -1.501], [1.164, -0.793, -2.125], [-1.668, 0.781, 0.910], [-1.520, 1.069, -0.424], [-1.691, 0.054, -1.495], [-2.007, 1.572, 1.569], [-2.207, -0.122, 1.178], [-1.356, 2.098, -0.718], [-0.852, 0.142, -2.184], [-1.739, -0.947, -1.067], [-2.618, 0.279, -2.031]], "mulliken_charge": [0.26, -0.66, 0.39, -0.44, -0.55, -1.06, 0.24, 0.22, 0.32, 0.38, 0.25, 0.39, 0.22, -1.04, 0.28, -1.00, 0.34, 0.27, 0.36, 0.16, 0.28, 0.39], "homo_lumo_gap_ev": 9.11, "e_lumo_ev": 0.87, "mol_weight_da": 114.19, "e_above_lowest_ev": 4.3559, "smiles": "[H]/N=C(\\N)CC.C=CC", "e_homo_ev": -8.2}

=====

Entry 4:
{"formula": "C16H15F3N2O4S", "method": "ωB97M-V/def2-TZVPD", "elements": ["C", "C", "O", "C", "O", "C", "C", "S", "O", "O", "C", "N", "C", "C", "C", "C", "C", "C", "C", "C", "C", "C", "F", "F", "F", "N", "H", "H", "H", "H", "H", "H", "H", "H", "H", "H", "H", "H", "H", "H", "H"], "coordinates": [[2.921, -4.076, 1.049], [2.746, -3.127, 2.219], [1.373, -2.721, 2.271], [1.024, -1.975, 3.308], [1.728, -1.730, 4.251], [-0.420, -1.502, 3.189], [-0.469, -0.011, 3.449], [0.503, 0.842, 2.169], [0.638, 2.229, 2.507], [1.692, 0.102, 1.862], [-0.562, 0.768, 0.682], [-0.115, 1.383, -0.380], [-0.864, 1.379, -1.488], [-0.333, 2.094, -2.641], [0.752, 2.956, -2.449], [1.278, 3.661, -3.513], [0.739, 3.513, -4.781], [-0.329, 2.651, -4.983], [-0.866, 1.946, -3.924], [-2.104, 0.714, -1.479], [-2.460, 0.090, -0.301], [-3.768, -0.657, -0.152], [-4.362, -0.877, -1.334], [-4.645, 0.028, 0.595], [-3.604, -1.847, 0.430], [-1.701, 0.111, 0.794], [2.644, -3.579, 0.124], [2.292, -4.953, 1.176], [3.959, -4.390, 0.987], [3.354, -2.225, 2.101], [3.009, -3.605, 3.169], [-0.804, -1.740, 2.198], [-1.016, -2.029, 3.938], [-1.472, 0.399, 3.398], [0.006, 0.243, 4.395], [1.157, 3.057, -1.455], [2.112, 4.328, -3.355], [1.150, 4.064, -5.613], [-0.743, 2.529, -5.973], [-1.684, 1.266, -4.105], [-2.758, 0.692, -2.335]], "mulliken_charge": [-1.23, -0.16, -0.25, 0.53, -0.64, -0.21, -0.98, 1.30, -0.72, -0.61, -0.14, -0.38, 0.78, 0.77, -0.37, -0.61, -0.39, -0.71, -0.49, -0.50, -0.26, 0.87, -0.28, -0.26, -0.26, -0.27, 0.31, 0.31, 0.39, 0.28, 0.30, 0.17, 0.33, 0.47, 0.50, 0.48, 0.39, 0.39, 0.39, 0.26, 0.49], "homo_lumo_gap_ev": 8.92, "e_lumo_ev": -0.83, "mol_weight_da": 388.37, "e_above_lowest_ev": 0.0000, "smiles": "CCOC(=O)CCS(=O)(=O)c1nc(-c2ccccc2)cc(C(F)(F)F)n1", "e_homo_ev": -9.7}

=====

Entry 5:
{"formula": "CH6NO2", "method": "ωB97M-V/def2-TZVPD", "elements": ["N", "C", "O", "H", "H", "H", "H", "H", "H", "O"], "coordinates": [[-1.684, -0.591, 0.639], [-0.997, 0.314, -0.428], [0.235, 0.959, -0.158], [-2.546, 0.041, 1.001], [-0.969, -0.654, 1.326], [-1.733, 1.084, -0.704], [-0.693, -0.408, -1.232], [2.965, -0.965, 0.132], [2.274, 0.254, -0.448], [3.148, -0.034, -0.128]], "mulliken_charge": [-0.68, -0.23, -0.87, 0.23, 0.25, 0.20, 0.14, 0.29, 0.37, -0.69], "homo_lumo_gap_ev": 7.23, "total_charge": -1, "e_lumo_ev": 4.60, "mol_weight_da": 64.06, "e_above_lowest_ev": 1.1019, "e_homo_ev": -2.6}

=====

Entry 6:
{"formula": "C5H4ClNNiO4S", "method": "ωB97M-V/def2-TZVPD", "elements": ["Ni", "O", "Cl", "O", "O", "O", "S", "C", "C", "C", "C", "C", "N", "H", "H", "H", "H"], "coordinates": [[0.706, 1.409, 0.170], [-0.603, 2.614, -0.938], [0.379, 3.694, -0.662], [-0.200, 4.968, -0.797], [1.522, 3.477, -1.496], [0.764, 3.406, 0.742], [1.816, 0.179, 1.642], [0.726, -0.961, 0.896], [0.352, -2.229, 1.330], [-0.577, -2.910, 0.571], [-1.139, -2.320, -0.564], [-0.758, -1.040, -0.900], [0.168, -0.397, -0.184], [0.782, -2.642, 2.230], [-0.887, -3.905, 0.864], [-1.872, -2.840, -1.162], [-1.177, -0.505, -1.742]], "mulliken_charge": [-0.01, -0.67, 2.02, -0.56, -0.56, -0.65, -0.33, 1.01, -0.70, -0.02, -0.68, -0.05, -0.37, 0.38, 0.38, 0.37, 0.43], "homo_lumo_gap_ev": [7.99, 7.84], "e_lumo_ev": [-0.96, -1.14], "mol_weight_da": 268.30, "e_homo_ev": [-8.9, -9.0]}

=====

Entry 7:
{"formula": "C5H10FN", "method": "ωB97M-V/def2-TZVPD", "elements": ["C", "C", "N", "C", "C", "C", "F", "H", "H", "H", "H", "H", "H", "H", "H", "H", "H"], "coordinates": [[1.015, 0.998, -1.047], [-0.203, 0.714, -0.391], [-1.401, 1.031, -0.927], [-0.019, 0.692, 1.121], [0.081, -0.514, 0.433], [-0.819, -1.729, 0.597], [1.309, -0.965, 0.367], [1.147, 0.828, -2.154], [1.868, 0.475, -0.553], [1.391, 2.150, -1.001], [-1.496, 0.600, -1.929], [-2.215, 0.929, -0.345], [0.942, 1.032, 1.542], [-0.855, 0.842, 1.645], [-0.326, -2.671, 1.270], [-1.975, -1.422, 0.831], [-0.786, -2.258, -0.393]], "mulliken_charge": [-1.15, 0.41, -0.56, -1.04, 1.10, -1.13, -0.36, 0.32, 0.27, 0.24, 0.26, 0.24, 0.23, 0.36, 0.30, 0.18, 0.32], "homo_lumo_gap_ev": 9.13, "e_lumo_ev": 0.90, "mol_weight_da": 103.14, "e_above_lowest_ev": 3.0984, "smiles": "C[C@]1(N)C[C@]1(C)F", "e_homo_ev": -8.2}